(1)
Computed, not measured: C32H31N7O5PdS as an isolated structure, with the ωB97M-V functional and the def2-TZVPD basis.

Computed properties:
Kohn-Sham gap: 3.1217 eV
E_HOMO: 0.0375 hartree
Relative energy (zero: lowest compared OMol25 entry of this formula, charge and spin): 0.0000 eV

ORCA input file:
```
! wB97M-V def2-TZVPD RIJCOSX def2/J DEFGRID3
* xyz -2 1
Pd 0.59322 0.51856 -1.53621
C -3.91734 -2.08620 3.82478
O -3.84244 -1.04577 2.87431
C -3.86763 0.24193 3.34459
C -4.48172 0.62177 4.52272
C -4.46490 1.95796 4.91964
C -3.83001 2.89332 4.12090
C -3.21443 2.51764 2.93172
C -3.21490 1.18364 2.52469
N -2.61672 0.72773 1.36139
C -1.38679 1.29731 0.86565
N -1.59114 2.43743 0.17568
C -0.70824 3.15078 -0.69707
C 0.31425 2.52367 -1.44190
C 1.00607 3.43776 -2.29116
C 0.70183 4.78144 -2.40314
C -0.34184 5.34740 -1.66659
C -1.03803 4.50635 -0.81435
O -2.11268 4.94206 -0.03423
C -2.62936 6.21092 -0.32493
N -0.26774 0.72408 1.03492
C -0.15650 -0.39376 1.85421
C 0.18013 -1.63329 1.31783
C 0.35747 -2.74770 2.13146
C 0.20329 -2.63377 3.50206
C -0.11014 -1.39611 4.06643
C -0.27673 -0.28615 3.25388
O -0.57030 0.97234 3.72193
C -0.75411 1.11715 5.10576
H -3.61684 -2.99443 3.30733
H -4.93492 -2.20753 4.21126
H -3.22808 -1.90802 4.65420
H -4.96737 -0.12289 5.14037
H -4.94082 2.25134 5.84738
H -3.79995 3.93427 4.42078
H -2.68884 3.25122 2.33294
H -2.55091 -0.28257 1.36648
H -2.55957 2.69066 0.07886
H 1.81278 3.05044 -2.90178
H 1.27168 5.41341 -3.08103
H -0.58356 6.39714 -1.76171
H -3.53825 6.32222 0.26797
H -2.87446 6.31732 -1.38726
H -1.93152 7.01158 -0.05167
H 0.33843 -1.68678 0.24592
H 0.64871 -3.68717 1.67795
H 0.34904 -3.49217 4.14835
H -0.20946 -1.30878 5.14111
H -0.95907 2.17262 5.27798
H 0.13984 0.82541 5.66894
H -1.60819 0.53053 5.46493
N 7.20659 -3.08154 -5.36099
C 6.16038 -3.09269 -4.40488
C 5.98512 -2.01298 -3.54143
C 4.94481 -2.01016 -2.62722
C 4.06648 -3.08228 -2.56931
C 4.21860 -4.14554 -3.44015
C 5.26584 -4.15645 -4.35164
S 2.72405 -3.03822 -1.38569
O 2.19296 -4.38968 -1.32635
O 3.32308 -2.53488 -0.17429
N 1.69282 -1.95396 -1.91377
C 0.94461 -2.15159 -3.01317
N -0.07234 -1.24626 -3.13551
C -0.81990 -1.30878 -4.21068
C -0.62222 -2.26038 -5.21242
C 0.41321 -3.14868 -4.99520
N 1.19344 -3.12258 -3.92346
H 7.99434 -2.52854 -5.05594
H 7.51674 -4.01375 -5.59399
H 6.66559 -1.16893 -3.59177
H 4.79926 -1.17678 -1.95074
H 3.50368 -4.95569 -3.39632
H 5.38372 -4.99110 -5.03609
H -1.60849 -0.56450 -4.27954
H -1.23788 -2.30177 -6.10083
H 0.63426 -3.92861 -5.72289
*
```

---

(2)
Computed, not measured: an isolated molecule of C4H6N2OS in a non-equilibrium geometry, with the ωB97M-V functional and the def2-TZVPD basis.

Computed properties:
Kohn-Sham gap: 9.4540 eV
E_HOMO: -0.3254 hartree
Relative energy (zero: lowest compared OMol25 entry of this formula, charge and spin): 3.1992 eV

ORCA input file:
```
! wB97M-V def2-TZVPD RIJCOSX def2/J DEFGRID3
* xyz 0 1
O 0.97772 2.52643 1.42468
C 0.76572 1.59574 2.16057
N 0.39506 0.31075 1.85660
N -0.10319 -0.14695 0.67262
C 0.08225 0.38940 -0.45542
C -0.45120 -0.25615 -1.69819
C -0.71454 -1.76047 -1.56077
S 0.75793 -1.46302 -2.45087
H 0.76976 1.65406 3.30390
H 0.02357 -0.28460 2.56521
H 0.67123 1.26686 -0.66848
H -0.89201 0.35028 -2.53370
H -1.54562 -2.12333 -2.14020
H -0.73668 -2.05899 -0.47596
*
```